ORCA calculation (ωB97M-V/def2-TZVPD) on C35H32AsBrIrN5O4 as an isolated structure.

Geometry as ORCA input:
```
! RIJCOSX wB97M-V def2-TZVPD def2/J DEFGRID3
* xyz 2 1
C 1.7389 1.2508 -1.0323
C -0.7927 -0.2291 3.2605
Br -0.3570 -2.1935 -6.0597
H -0.4902 3.7815 -0.9922
C -0.6029 0.0172 4.6065
H 4.2079 1.3265 0.0981
H -1.6436 1.8477 -3.3287
H 4.9252 -4.7122 -0.5293
C 3.1821 -5.5137 2.2981
H 1.9345 1.0010 2.2125
C -1.0355 -0.7986 -3.6991
H 1.1630 1.0416 -1.9330
C -3.7612 -1.6362 -0.0057
C -2.3042 1.4760 -2.5470
O -3.0642 3.7578 2.3872
C 4.8645 4.1054 -1.7184
O -1.5778 0.5371 -1.7207
N 0.7239 -3.6612 0.1981
H -5.2200 -3.0889 -0.5675
C 4.1100 -4.7819 0.1770
H 1.1191 -5.0543 2.7164
H 3.3322 -6.0291 3.2368
C 2.8619 -4.2445 -0.1207
H 2.1310 0.3033 -0.6554
H 0.9452 -3.5660 -3.7804
C -0.3409 -1.8946 -4.2077
Ir -1.5235 0.5488 0.4396
O -4.7995 2.9066 0.1530
H 5.6520 4.8260 -1.8905
C -2.5704 2.7280 2.0347
H 1.0281 2.4443 2.7381
C -5.6550 0.2640 -0.5210
H 5.9903 2.9840 -0.2786
C -1.0130 1.2297 5.1390
H 1.7370 3.3463 -2.7640
C -4.3891 0.5848 -0.0758
H -6.3635 1.0620 -0.6963
N -2.7332 2.0827 0.8092
H 5.2020 -5.8564 1.6605
C -1.7895 1.8441 2.9751
H -1.9870 3.1128 4.6603
C 2.8407 2.2400 -1.2862
C 1.8133 -4.3319 0.7927
N 2.4378 -3.5839 -1.2784
H -0.4796 -1.1604 2.8071
H -2.5958 2.2916 -1.8916
C 0.0820 3.7262 -0.0676
C -1.0234 -0.5821 -2.3343
C 3.6683 4.2029 -2.4172
H -0.5173 4.1391 0.7430
As 0.5023 1.8913 0.3377
C 0.3708 -2.7438 -3.3778
H 1.0042 4.2946 -0.1753
C -5.9703 -1.0734 -0.7112
C 2.6623 3.2745 -2.2016
C -1.6228 2.1571 4.3077
C 4.0453 2.1443 -0.5954
N -3.4561 -0.3484 0.1756
C 1.5917 1.9933 1.9226
H -0.1389 -0.7398 5.2223
H 3.5240 4.9971 -3.1372
H -1.5595 -0.1424 -4.3772
N -1.3720 0.6721 2.4569
O -0.3890 -1.1946 -0.1323
C -5.0101 -2.0362 -0.4433
C 4.2508 -5.4163 1.3955
H -2.9830 -2.3547 0.2157
H -6.9543 -1.3607 -1.0559
C 0.3612 -2.5282 -2.0043
H -0.8703 1.4439 6.1895
C -4.0173 2.0087 0.2516
C 5.0531 3.0736 -0.8110
H -0.2064 -4.0468 0.2984
C 1.9406 -4.9699 2.0172
C -0.3637 -1.4623 -1.4967
H -3.1807 0.9900 -2.9728
C 1.1940 -3.3235 -1.0873
H 0.0797 -1.9081 0.3550
H 2.4533 2.6176 1.6895
*
```

Energy relative to the best compared isomer or geometry (same formula, charge and spin) (kcal/mol): 15.25
F_max (eV/A): 0.396
E_tot (a.u.): -6841.37351
Orbital gap (eV): 7.466
HOMO energy (eV): -13.436